The following is a DFT calculation (ωB97M-V/def2-TZVPD) of 13 unconnected molecules or ions with the total composition H26O13 in a non-equilibrium geometry.

Structure (XYZ):
```
39
Properties=species:S:1:pos:R:3:forces:R:3:lowdin_charge:R:1
O 24.54500 -7.89800 7.00200 -0.36 0.63 -0.30 -0.08
H 23.81900 -8.19700 6.39600 0.48 -0.15 0.42 0.02
H 24.65100 -8.56100 7.68600 0.04 -0.64 0.39 0.01
O 26.48300 -10.38500 6.87600 -0.79 -1.42 -0.48 -0.03
H 26.78200 -9.64000 7.37000 0.83 1.10 0.57 -0.03
H 27.01500 -10.47600 6.09500 0.57 0.11 -0.32 0.06
O 22.86100 -8.66300 5.05500 0.19 -0.30 1.21 -0.03
H 23.17300 -8.05500 4.38900 0.01 0.76 -1.04 0.01
H 22.05800 -9.10300 4.80600 -0.24 -0.18 -0.48 0.06
O 25.27400 -5.10600 5.81400 0.33 0.21 0.40 -0.05
H 24.35100 -5.32900 5.94100 -0.58 -0.21 -0.40 -0.03
H 25.62900 -5.49700 6.61900 0.50 0.06 -0.11 0.03
O 24.17300 -6.61300 3.54200 1.42 -2.37 0.59 -0.05
H 23.72300 -5.80200 3.50100 -0.70 1.70 0.24 0.02
H 24.85400 -6.57700 4.26600 -0.55 0.47 -0.89 0.03
O 27.46200 -8.43400 8.41200 1.54 3.29 0.97 -0.08
H 28.27300 -7.95800 8.79500 -1.18 -1.78 -0.68 0.11
H 26.99300 -7.58200 8.22800 -0.32 -1.20 -0.09 0.07
O 22.16800 -10.05900 8.19800 -0.40 0.57 0.86 -0.06
H 21.85000 -9.16600 8.42600 0.43 -0.24 -0.04 0.03
H 21.53500 -10.31500 7.53400 -0.16 -0.60 -0.48 0.06
O 23.99400 -11.26800 6.58300 1.02 -0.52 -1.30 -0.09
H 23.59000 -10.83300 7.31500 -0.32 0.57 0.70 -0.06
H 24.88000 -10.84000 6.46000 -0.98 -0.47 0.45 0.00
O 22.60900 -5.82300 6.08800 0.10 1.73 0.26 -0.07
H 22.71900 -5.05200 6.69400 -0.40 -0.80 -0.54 0.08
H 22.30000 -6.55100 6.63800 0.22 -0.25 -0.01 -0.03
O 26.62100 -7.63500 5.14000 0.87 0.87 -0.51 -0.03
H 26.02500 -7.82300 5.84500 -1.09 0.08 1.47 -0.04
H 26.51100 -8.42000 4.63700 0.17 -1.06 -1.14 0.03
O 24.22400 -5.98700 9.19200 0.59 1.41 -0.01 -0.02
H 23.65800 -6.44800 9.77700 -0.70 -0.72 1.18 0.01
H 24.11700 -6.44500 8.37200 0.18 -0.83 -1.27 -0.04
O 24.85800 -9.68200 9.38500 1.61 1.01 0.06 -0.02
H 23.93700 -9.82500 9.37900 -1.71 -0.73 -0.02 -0.01
H 25.29200 -10.52600 9.25800 -0.02 -0.29 -0.15 0.06
O 21.47900 -7.51000 7.80600 1.74 -0.19 1.12 0.00
H 21.34600 -6.70900 8.29400 -0.25 0.75 0.68 0.08
H 20.70100 -7.64900 7.33000 -2.16 -0.34 -1.32 0.06
```
Positions in Å, forces in eV/Å.

Values from the calculation:
HOMO, eV: -9.97
Energy relative to the best compared isomer or geometry (same formula, charge and spin), eV: 1.786
Total charge: 0
Electronic energy, eV: -27040.1611

The following is a DFT calculation (ωB97M-V/def2-TZVPD) of 3 unconnected molecules or ions with the total composition C2H3N3OS2 in a non-equilibrium geometry.

Structure (XYZ):
```
11
Properties=species:S:1:pos:R:3:forces:R:3:lowdin_charge:R:1
C -1.16514 0.15959 -0.01050 1.29 0.28 -0.57 -0.59
C 0.97237 -0.34800 0.00068 0.63 -1.25 -2.24 -0.91
H 2.09793 1.98395 1.33861 -2.13 0.32 -4.64 0.21
H 0.96044 3.31001 -0.31690 2.26 -4.90 1.68 0.27
H -2.86638 -1.55393 0.35038 0.74 -0.75 0.21 -0.14
N 1.68068 2.00986 0.02409 0.91 3.21 2.40 -0.04
N 0.77068 0.97551 -0.22303 0.52 1.73 1.54 -0.32
N -0.51542 1.34091 -0.00894 -4.15 -3.83 0.01 0.08
O -0.25735 -0.93629 -0.19681 -1.80 2.70 1.47 -0.07
S -2.92677 -0.27652 0.06002 1.01 2.09 -0.41 0.83
S 2.26875 -1.31118 0.04727 0.72 0.39 0.55 0.69
```
Positions in Å, forces in eV/Å.

Values from the calculation:
HOMO, eV: -8.53
Energy relative to the best compared isomer or geometry (same formula, charge and spin), eV: 5.684
Total charge: 0
Electronic energy, eV: -30304.4668

The following is a DFT calculation (ωB97M-V/def2-TZVPD) of 7 unconnected molecules or ions with the total composition C27H50O11 in a non-equilibrium geometry.

Structure (XYZ):
```
88
Properties=species:S:1:pos:R:3:forces:R:3:lowdin_charge:R:1
C 1.92877 10.63244 -4.18534 -0.66 0.25 1.52 -0.07
O 2.66337 9.69033 -4.91925 0.55 0.03 -1.17 0.00
C 3.16609 8.63908 -4.25948 -1.04 0.95 1.26 -0.63
O 3.27434 8.59643 -3.05904 0.32 -0.30 -0.18 0.13
O 3.39021 7.69103 -5.12676 0.87 -0.72 -0.97 0.02
C 3.93225 6.45203 -4.67093 -0.06 -0.83 0.11 -0.03
H 1.30198 10.07633 -3.48822 -0.44 0.15 -0.13 0.10
H 1.33951 11.27983 -4.83476 0.13 -0.49 -0.31 0.10
H 2.49035 11.29299 -3.52474 0.69 -0.13 -0.27 0.09
H 3.11108 5.80533 -4.36180 0.00 0.14 0.33 0.10
H 4.68048 6.52836 -3.88199 -0.28 0.43 0.09 0.10
H 4.40293 5.92444 -5.50052 -0.07 0.52 -0.28 0.09
O -1.05116 -2.23100 -3.51020 0.36 0.28 2.80 0.08
C -0.90305 -1.84515 -2.34349 -1.18 -0.25 -4.07 -0.49
C -0.62673 -0.43615 -1.98319 0.22 0.77 0.87 -0.09
C -0.43519 -0.50415 -0.47589 0.19 0.18 1.06 -0.14
C -0.84928 -1.96129 -0.04404 1.19 1.75 -0.49 -0.12
O -0.95702 -2.63269 -1.28825 -0.30 -1.63 0.41 0.04
H 0.26753 -0.18428 -2.55324 0.14 0.19 0.27 0.13
H -1.35796 0.33221 -2.23426 -0.35 -0.60 -0.43 0.13
H 0.60023 -0.23489 -0.26730 0.02 -0.45 0.42 0.11
H -1.04314 0.17091 0.12643 -0.03 0.32 -0.42 0.11
H -0.05580 -2.39521 0.56440 -0.20 -0.35 -0.15 0.12
H -1.78740 -1.96591 0.51095 -0.05 -0.19 -0.27 0.12
O -2.03829 -6.60775 5.45762 0.13 -2.38 0.51 0.09
C -1.68513 -7.76289 5.66696 0.98 1.81 -0.66 -0.48
C -0.36393 -8.37393 5.27314 1.02 0.13 -1.03 -0.10
C -0.25870 -9.73006 5.91406 -0.45 -1.14 0.31 -0.15
C -1.62666 -9.90973 6.63672 0.26 0.75 0.10 -0.10
O -2.37029 -8.70073 6.29738 -1.36 -0.51 1.03 0.03
H -0.30660 -8.52642 4.19538 -0.37 0.43 -0.16 0.13
H 0.49499 -7.73991 5.49309 -0.29 0.22 0.21 0.13
H -0.15806 -10.53387 5.18478 0.05 0.14 -0.13 0.11
H 0.63313 -9.79763 6.53709 -0.38 -0.07 0.41 0.11
H -2.25677 -10.76251 6.38409 0.25 0.10 -0.68 0.12
H -1.54888 -9.99670 7.72046 0.15 0.54 0.08 0.12
C 2.16585 -1.46893 6.34928 0.55 0.59 1.43 -0.15
C 0.77859 -0.76089 6.56790 0.95 -1.06 -0.60 -0.15
C 0.61431 -0.76608 8.10235 0.20 0.86 -1.31 -0.22
O 1.80053 -1.30255 8.64390 0.56 -1.41 0.43 -0.14
C 2.40766 -2.21238 7.71005 -1.04 0.48 -1.47 -0.19
H 2.95871 -0.72125 6.37089 -0.02 0.21 -0.44 0.10
H 2.31853 -2.10067 5.47424 -0.43 0.08 0.00 0.10
H 0.04219 -1.37526 6.04985 -0.31 0.14 0.21 0.10
H 0.71101 0.25372 6.17536 0.26 -0.14 -0.16 0.10
H -0.33818 -1.25725 8.30140 0.26 -0.44 0.79 0.11
H 0.58312 0.26892 8.44279 -0.26 -0.11 0.28 0.12
H 1.97130 -3.21017 7.66405 -0.78 -0.04 0.39 0.11
H 3.45618 -2.44754 7.89285 0.07 0.85 0.46 0.11
C -0.09460 1.23498 -10.49826 -0.35 0.48 -0.14 -0.15
C -1.31981 0.53414 -9.89143 0.33 -1.74 -0.35 -0.19
C -1.97232 1.48318 -8.91615 1.53 0.46 -1.34 -0.18
O -0.89012 2.39949 -8.61679 -0.39 0.67 0.83 -0.15
C 0.07922 2.51978 -9.65995 -0.54 -1.18 -0.34 -0.20
H -0.37282 1.50481 -11.51703 0.42 -0.02 -0.13 0.10
H 0.81987 0.64190 -10.50776 -0.23 -0.15 -0.03 0.10
H -1.04818 -0.40288 -9.40530 0.24 0.05 0.18 0.11
H -1.99231 0.21817 -10.68893 -0.17 0.13 0.01 0.10
H -2.33190 0.97914 -8.01908 0.11 0.44 0.06 0.12
H -2.77224 1.95311 -9.48834 -0.29 0.58 0.55 0.11
H 1.08684 2.59955 -9.25198 -0.18 -0.06 0.44 0.11
H -0.04531 3.38185 -10.31526 -0.48 0.34 0.26 0.11
C 7.38571 2.40770 0.91052 -0.18 0.31 -0.27 -0.16
C 6.75308 3.22595 2.03848 -0.85 0.57 0.65 -0.15
C 5.25154 3.40708 1.58264 0.83 -0.28 -0.20 -0.16
O 5.19456 2.79499 0.27560 -1.03 1.38 0.21 -0.13
C 6.14789 1.80611 0.25459 1.06 -1.45 -0.49 -0.27
H 8.16846 1.67803 1.11781 -0.21 0.00 0.58 0.11
H 7.83585 3.10543 0.20436 -0.06 -0.02 -0.20 0.11
H 7.07503 4.26262 2.13739 0.75 -0.19 -0.28 0.10
H 6.88867 2.82569 3.04322 -0.28 -0.43 -0.12 0.10
H 5.06274 4.47961 1.53654 -0.23 -0.09 -0.57 0.11
H 4.46363 3.00191 2.21757 0.25 -0.44 0.22 0.11
H 6.36760 1.41668 -0.73947 -0.14 0.75 -0.52 0.12
H 5.76454 0.88731 0.69838 0.08 -0.12 0.99 0.12
C -7.44704 -0.76772 1.44544 -0.98 -1.34 0.19 -0.16
C -7.52632 -1.80761 0.29661 1.44 1.64 -0.11 -0.18
C -8.96013 -1.69516 -0.14632 -0.86 -1.01 0.82 -0.22
O -9.68425 -1.40724 1.04114 -0.28 0.55 1.71 -0.17
C -8.78918 -1.10933 2.16074 0.23 0.57 -1.53 -0.17
H -7.43855 0.22166 0.98812 -0.10 0.17 0.47 0.11
H -6.58965 -0.94418 2.09493 0.05 0.25 -0.11 0.11
H -7.14807 -2.74255 0.71002 -0.60 -0.36 -0.44 0.11
H -6.85284 -1.45687 -0.48538 0.15 -0.42 -0.19 0.11
H -9.38052 -2.63266 -0.51027 0.20 -0.16 -0.26 0.11
H -9.24780 -0.92744 -0.86463 0.76 0.20 -0.23 0.12
H -8.74666 -1.97906 2.81639 0.33 -0.15 -0.07 0.11
H -9.16166 -0.27656 2.75727 -0.32 0.04 -0.25 0.11
```
Positions in Å, forces in eV/Å.

Values from the calculation:
HOMO, eV: -9.37
Energy relative to the best compared isomer or geometry (same formula, charge and spin), eV: 1.909
Total charge: 0
Electronic energy, eV: -51328.2504

The following is a DFT calculation (ωB97M-V/def2-TZVPD) of C4H6BrNS in the gas phase in a non-equilibrium geometry.

Structure (XYZ):
```
13
Properties=species:S:1:pos:R:3:forces:R:3:lowdin_charge:R:1
C 0.10596 0.55380 -1.41051 -1.56 -2.46 0.15 -0.11
N 0.38031 -0.27320 -0.23187 -1.13 -2.34 -0.47 -0.45
C 0.72315 0.38876 0.89326 -4.41 2.73 5.62 -0.19
C -0.34300 0.54456 1.97668 3.73 -2.04 -5.33 -0.76
Br -0.47333 1.54009 3.53523 0.42 0.00 -0.02 0.74
C -1.45076 -0.41583 1.63418 -2.91 2.39 1.59 -0.63
S -1.00474 -1.32006 0.22814 1.34 -0.54 -1.44 0.92
H -0.20543 -0.02552 -2.29644 0.57 -0.19 0.52 0.09
H -0.72736 1.14650 -1.19138 -1.18 1.54 0.31 0.06
H 0.95930 1.07432 -1.59473 2.31 1.78 -0.79 0.05
H 1.46466 1.14470 0.88426 1.06 0.28 -0.22 0.09
H -1.69485 -1.05732 2.48688 0.18 -0.26 -0.25 0.07
H -2.43646 0.20314 1.46505 1.57 -0.92 0.33 0.11
```
Positions in Å, forces in eV/Å.

Values from the calculation:
HOMO, eV: -7.77
Energy relative to the best compared isomer or geometry (same formula, charge and spin), eV: 2.704
Total charge: 0
Electronic energy, eV: -86610.3294

The following is a DFT calculation (ωB97M-V/def2-TZVPD) of 2 unconnected molecules or ions with the total composition C5H9N3.

Structure (XYZ):
```
17
Properties=species:S:1:pos:R:3:forces:R:3:lowdin_charge:R:1
C 0.98172 2.86349 -0.87222 0.06 0.22 -0.06 -0.12
C 0.65887 1.45443 -0.77051 -0.07 -0.46 -0.05 -0.09
C 0.43631 0.27284 -0.74811 -0.02 0.40 0.16 -0.15
N 0.11707 -1.01914 -0.55585 0.30 -0.26 -0.21 -0.11
C -1.10826 -1.51869 -1.14331 -0.30 -0.20 -0.30 -0.10
H 1.46015 3.08395 -1.82718 0.00 0.11 0.03 0.07
H 0.07071 3.45800 -0.79307 0.08 0.09 0.00 0.08
H 1.65751 3.15113 -0.06616 -0.02 0.12 -0.03 0.07
H 0.90075 -1.65332 -0.64733 -0.08 0.05 0.17 0.13
H -1.91610 -0.81497 -0.94007 0.03 -0.06 0.03 0.08
H -1.04316 -1.65821 -2.23068 -0.01 0.05 0.11 0.08
H -1.34599 -2.47643 -0.68019 -0.06 0.03 -0.02 0.08
N 1.05310 -2.45669 2.10405 0.49 -0.47 0.01 0.12
C 0.27427 -1.61811 2.18989 0.20 -0.33 0.09 -0.43
N -0.67893 -0.70812 2.28886 -0.65 0.58 -0.06 0.11
H -0.78039 -0.28153 3.19270 -0.01 0.11 0.09 0.10
H -0.73765 -0.07865 1.49918 0.07 0.03 0.04 0.07
```
Positions in Å, forces in eV/Å.

Values from the calculation:
HOMO, eV: -8.36
Energy relative to the best compared isomer or geometry (same formula, charge and spin), eV: 2.725
Total charge: 0
Electronic energy, eV: -9798.7421

The following is a DFT calculation (ωB97M-V/def2-TZVPD) of 2 unconnected molecules or ions with the total composition C3H3ClIN in a non-equilibrium geometry.

Structure (XYZ):
```
9
Properties=species:S:1:pos:R:3:forces:R:3:lowdin_charge:R:1
C 1.16668 -0.21931 -0.87170 -0.73 0.87 0.05 0.03
C 0.87724 0.54797 0.18991 1.22 1.35 -3.29 -0.73
Cl 0.83515 2.32220 0.06762 0.09 -0.84 -0.04 0.65
C 0.36852 0.09647 1.37605 -2.43 -1.30 3.19 -0.32
N -0.36587 -0.20832 2.22604 1.40 0.25 -0.80 0.19
H 1.21364 0.15596 -1.89466 0.46 0.32 0.50 0.08
H 1.14617 -1.28174 -0.80817 0.03 -0.65 0.40 0.07
I -3.43605 -0.61447 -0.25628 0.94 -0.10 0.09 0.37
H -1.80547 -0.79875 -0.02880 -0.98 0.10 -0.10 -0.36
```
Positions in Å, forces in eV/Å.

Values from the calculation:
HOMO, eV: -9.96
Energy relative to the best compared isomer or geometry (same formula, charge and spin), eV: 1.022
Total charge: 0
Electronic energy, eV: -25271.0905